Record 1
{
  "formula": "C17H31BCaN8PS",
  "method": "ωB97M-V/def2-TZVPD",
  "elements": ["Ca", "C", "C", "N", "N", "C", "B", "N", "C", "C", "C", "N", "N", "C", "C", "C", "N", "H", "H", "H", "H", "H", "H", "H", "H", "H", "H", "C", "C", "N", "C", "S", "N", "C", "C", "H", "H", "H", "H", "H", "H", "H", "H", "H", "H", "H", "H", "C", "P", "C", "C", "H", "H", "H", "H", "H", "H", "H", "H", "H"],
  "coordinates": [[1.472242, -0.520693, -0.547117], [1.159333, -2.659702, 3.262918], [0.609310, -2.508573, 1.992755], [1.416074, -1.780756, 1.229416], [2.476981, -1.454492, 1.969277], [2.355289, -1.972282, 3.198045], [3.689350, -0.674653, 1.426470], [3.314114, 0.792622, 1.135697], [3.690702, 1.853306, 1.863639], [3.273429, 2.998574, 1.213269], [2.635513, 2.525282, 0.069198], [2.662443, 1.198458, 0.044021], [4.167662, -1.351821, 0.145677], [5.354843, -1.946680, -0.039663], [5.389879, -2.459127, -1.318374], [4.146282, -2.126230, -1.853844], [3.425079, -1.462743, -0.960200], [0.761076, -3.198840, 4.096148], [-0.310358, -2.909512, 1.601846], [3.110669, -1.832853, 3.944926], [4.550481, -0.694473, 2.238915], [4.221103, 1.743861, 2.790124], [3.426178, 4.016499, 1.509441], [2.197634, 3.084958, -0.739857], [6.098819, -1.967395, 0.730392], [6.196769, -2.984072, -1.787001], [3.751642, -2.346194, -2.831148], [-5.319284, -1.624705, -2.890661], [-4.423532, -1.214538, -1.726159], [-3.020156, -1.439674, -2.006834], [-2.010719, -0.600835, -2.251096], [-0.472184, -1.303223, -2.323226], [-2.141783, 0.717439, -2.467600], [-3.259870, 1.454875, -3.037554], [-3.797839, 2.520805, -2.090186], [-6.359152, -1.463864, -2.622874], [-5.181239, -2.678890, -3.114336], [-5.094845, -1.052472, -3.788002], [-4.673754, -1.824145, -0.852037], [-4.579793, -0.169333, -1.463438], [-2.725873, -2.406709, -1.955963], [-1.250471, 1.197122, -2.528916], [-4.048546, 0.762358, -3.322373], [-2.909167, 1.939675, -3.952422], [-4.117942, 2.090791, -1.144837], [-4.657098, 3.001859, -2.545822], [-3.050476, 3.285502, -1.892871], [0.273163, 1.058125, 2.823218], [-0.434890, 0.945844, 1.131659], [-2.060944, 0.204685, 1.586039], [-0.935892, 2.705405, 0.915309], [-0.459691, 1.486888, 3.506839], [1.166560, 1.680424, 2.818023], [0.540307, 0.062894, 3.173746], [-2.537853, 0.767331, 2.390022], [-1.890456, -0.818938, 1.916688], [-2.716230, 0.188969, 0.717560], [-1.512539, 3.038047, 1.777291], [-1.539972, 2.806753, 0.014520], [-0.040383, 3.319067, 0.821323]],
  "forces_ev_per_angstrom": [[-2.41, 0.04, -2.11], [0.05, 0.03, -0.05], [0.01, -0.16, 0.25], [-0.57, -0.90, 0.60], [0.43, -0.08, 0.83], [-0.23, -0.17, 0.16], [0.03, -0.13, -0.02], [0.49, 0.21, 0.72], [-0.01, 0.37, -0.01], [0.01, -0.09, 0.02], [0.17, 0.21, 0.15], [0.53, 1.37, -0.38], [0.78, -0.10, 0.35], [0.15, -0.10, -0.26], [-0.05, 0.04, 0.02], [0.28, -0.16, -0.01], [0.48, -0.51, -0.77], [-0.08, -0.12, 0.18], [-0.05, 0.03, -0.08], [0.20, 0.06, 0.08], [0.14, 0.01, 0.21], [0.14, -0.12, 0.07], [0.04, 0.15, 0.07], [-0.11, -0.01, -0.04], [0.09, 0.04, 0.21], [0.11, -0.10, -0.08], [-0.06, 0.03, -0.05], [0.12, 0.10, 0.21], [-0.46, 0.12, -0.12], [0.17, 0.06, -0.10], [-0.21, 0.00, 0.04], [0.66, -0.33, -0.22], [0.16, -0.06, 0.14], [-0.40, 0.32, 0.15], [-0.04, -0.18, -0.20], [-0.14, -0.01, -0.02], [-0.02, -0.11, -0.07], [0.00, 0.01, -0.08], [0.03, 0.19, -0.02], [0.03, -0.05, 0.11], [0.10, 0.20, -0.04], [-0.19, -0.31, -0.05], [0.10, 0.00, -0.03], [-0.01, -0.15, 0.00], [0.01, -0.06, 0.14], [-0.11, 0.15, -0.05], [0.08, 0.05, 0.05], [0.09, -0.07, -0.21], [-0.69, 0.47, 0.68], [0.27, 0.02, -0.21], [0.13, -0.32, -0.10], [-0.02, 0.05, 0.01], [0.04, 0.02, 0.00], [0.03, -0.04, 0.05], [0.02, 0.00, -0.02], [-0.08, -0.05, 0.02], [-0.10, -0.04, -0.08], [-0.03, 0.06, 0.01], [-0.02, 0.08, -0.02], [-0.04, 0.06, -0.02]],
  "max_force_ev_per_a": 3.2,
  "total_charge": 1,
  "orbital_gap_ev": 9.54,
  "e_lumo_ev": -2.0872,
  "homo_ev": -11.62,
  "e_tot_ha": -2546.440052,
  "de_lowest_kj_mol": 109.1
}

Record 2
{
  "formula": "C17H31CaNO6S2Si",
  "method": "ωB97M-V/def2-TZVPD",
  "elements": ["Ca", "O", "N", "C", "C", "C", "C", "C", "S", "H", "H", "H", "H", "C", "C", "C", "C", "O", "Si", "S", "O", "C", "C", "C", "C", "O", "C", "C", "C", "C", "H", "H", "H", "H", "H", "H", "H", "H", "H", "H", "H", "H", "H", "H", "H", "H", "H", "H", "H", "H", "H", "H", "H", "H", "H", "H", "H", "O", "O"],
  "coordinates": [[-1.549139, 0.267538, 0.506213], [0.102842, -0.174883, -1.023974], [-0.210575, 0.062781, -2.281547], [0.706795, 0.703566, -3.041261], [0.490526, 0.994284, -4.357265], [-0.729423, 0.617101, -4.924879], [-1.660094, -0.017547, -4.146595], [-1.437772, -0.308164, -2.781973], [-2.602870, -1.058902, -1.791529], [1.598491, 0.955132, -2.487916], [1.252544, 1.513917, -4.919162], [-0.945638, 0.832273, -5.963443], [-2.619565, -0.310111, -4.547464], [-3.295846, 5.186972, 4.027006], [-3.426715, 5.157688, 2.504893], [-4.731793, 5.839512, 2.092334], [-2.236359, 5.870117, 1.866842], [-3.447715, 3.786142, 2.152690], [-3.327715, 3.014571, 0.690539], [-1.531067, 3.036821, -0.261197], [-4.642470, 3.589508, -0.140669], [-4.973410, 3.476262, -1.527013], [-4.713614, 2.062918, -2.045531], [-6.462760, 3.798756, -1.611008], [-4.172602, 4.496328, -2.330770], [-3.633401, 1.406584, 1.067374], [-4.602405, 0.790457, 1.929075], [-5.966326, 1.439341, 1.722066], [-4.141181, 0.926478, 3.375350], [-4.650638, -0.683170, 1.528450], [-3.257075, 6.214156, 4.395409], [-2.383572, 4.668730, 4.326185], [-4.147324, 4.681950, 4.487386], [-4.750070, 6.870337, 2.452951], [-5.582271, 5.302110, 2.517114], [-4.837673, 5.837989, 1.008303], [-2.179787, 6.902910, 2.218380], [-2.326931, 5.873286, 0.779352], [-1.310768, 5.352608, 2.119771], [-5.272611, 1.327625, -1.464020], [-3.652499, 1.816523, -1.973638], [-5.015890, 1.976506, -3.092118], [-7.031174, 3.078387, -1.020155], [-6.811520, 3.761064, -2.645371], [-6.651056, 4.797558, -1.211769], [-3.107528, 4.280889, -2.251202], [-4.356060, 5.502257, -1.944714], [-4.466640, 4.468582, -3.382946], [-5.929433, 2.499232, 1.978855], [-6.710608, 0.945943, 2.351243], [-6.278839, 1.347799, 0.681307], [-4.108621, 1.976809, 3.666275], [-3.148374, 0.489236, 3.486256], [-4.837646, 0.391940, 4.025715], [-4.858257, -0.778605, 0.461145], [-5.428494, -1.204789, 2.090852], [-3.702326, -1.172555, 1.765750], [-0.719205, 0.033792, 2.636622], [-1.398100, -1.074349, 2.373133]],
  "forces_ev_per_angstrom": [[0.16, 0.12, 0.04], [0.00, 0.06, -0.11], [-0.17, 0.02, -0.10], [0.01, -0.10, 0.24], [-0.02, 0.01, -0.10], [0.04, 0.02, -0.01], [-0.04, -0.04, 0.09], [0.22, 0.10, -0.09], [-0.10, -0.09, 0.05], [0.02, 0.02, -0.05], [0.00, 0.00, 0.00], [0.01, 0.00, 0.00], [-0.01, 0.00, 0.01], [0.05, -0.03, -0.04], [0.02, 0.31, 0.17], [0.01, -0.11, -0.04], [-0.02, -0.07, -0.02], [-0.13, -0.27, -0.25], [-0.23, 0.20, 0.08], [0.11, -0.11, -0.02], [0.16, 0.06, -0.05], [-0.14, -0.05, -0.10], [0.08, 0.08, 0.07], [0.02, 0.00, 0.03], [0.03, 0.02, 0.04], [0.33, -0.10, 0.00], [-0.27, -0.07, 0.11], [0.00, 0.01, 0.05], [-0.07, 0.00, -0.03], [0.01, 0.05, 0.08], [0.00, 0.01, -0.01], [-0.01, 0.00, 0.01], [0.01, -0.01, -0.01], [0.01, 0.01, 0.01], [0.00, 0.01, 0.00], [-0.01, -0.01, -0.01], [-0.02, 0.00, 0.01], [0.02, 0.00, 0.00], [0.01, 0.00, -0.02], [0.02, 0.00, 0.00], [-0.06, -0.01, -0.02], [-0.01, 0.03, 0.01], [-0.02, 0.01, -0.01], [0.01, -0.01, 0.00], [0.00, -0.01, 0.00], [0.01, 0.00, 0.00], [0.00, -0.01, 0.00], [-0.01, -0.01, 0.00], [-0.03, -0.02, -0.01], [0.02, 0.01, 0.02], [0.00, 0.02, -0.01], [0.02, -0.05, -0.01], [-0.02, 0.03, 0.06], [0.02, 0.00, 0.05], [0.00, -0.01, -0.01], [-0.02, 0.04, -0.02], [-0.02, 0.01, -0.07], [0.01, -0.02, 0.00], [0.01, -0.02, -0.01]],
  "max_force_ev_per_a": 0.4,
  "total_charge": -1,
  "orbital_gap_ev": [7.69, 7.61],
  "e_lumo_ev": [2.7768, 2.7768],
  "spin_multiplicity": 2,
  "homo_ev": [-4.92, -4.83],
  "e_tot_ha": -2936.335065
}

Record 3
{
  "formula": "C17H31Cl4FO15",
  "method": "ωB97M-V/def2-TZVPD",
  "elements": ["O", "C", "O", "C", "C", "F", "O", "H", "H", "H", "C", "O", "C", "O", "O", "C", "H", "H", "H", "H", "H", "H", "C", "O", "C", "O", "O", "C", "H", "H", "H", "H", "H", "H", "C", "O", "C", "O", "O", "C", "H", "H", "H", "H", "H", "H", "C", "O", "C", "O", "O", "C", "H", "H", "H", "H", "H", "H", "Cl", "C", "Cl", "H", "H", "Cl", "C", "Cl", "H", "H"],
  "coordinates": [[-2.003012, 0.561859, 1.577094], [-2.572737, 0.947257, 0.617054], [-2.777125, 2.249461, 0.313486], [-3.293841, 2.309487, -1.034961], [-3.902367, 0.928983, -1.195616], [-3.790098, 0.428756, -2.446560], [-3.108316, 0.144050, -0.333386], [-3.997064, 3.138682, -1.074856], [-2.471853, 2.508344, -1.717204], [-4.945713, 0.859085, -0.886552], [0.155937, 4.075125, -0.031312], [0.447620, 5.478238, -0.086560], [-0.547214, 6.241826, -0.520537], [-1.576023, 5.869086, -1.036699], [-0.223370, 7.505683, -0.294748], [-1.206788, 8.452824, -0.679536], [1.022274, 3.621334, 0.441410], [0.004031, 3.668303, -1.027956], [-0.706138, 3.905664, 0.611988], [-0.922578, 9.403951, -0.244795], [-2.196263, 8.166986, -0.312940], [-1.303293, 8.541076, -1.763177], [2.726103, -3.736402, 5.619074], [2.031548, -2.518118, 5.763889], [1.695162, -1.931450, 4.616740], [2.152834, -2.186405, 3.534019], [0.782865, -0.998384, 4.880564], [0.370666, -0.245890, 3.744403], [3.034611, -4.091437, 6.596417], [3.638434, -3.640998, 5.023437], [2.098073, -4.477127, 5.118972], [-0.087374, 0.698912, 4.021449], [-0.410912, -0.797329, 3.217471], [1.183640, -0.083673, 3.043541], [-0.788619, 3.984186, -3.784496], [-1.010694, 3.011600, -4.772729], [-1.008270, 1.754685, -4.331573], [-0.957443, 1.408563, -3.172386], [-1.094328, 0.953483, -5.369658], [-1.174828, -0.430344, -5.062246], [0.256137, 3.978051, -3.454109], [-1.375738, 3.809427, -2.880367], [-1.042787, 4.991015, -4.097939], [-2.095283, -0.665267, -4.522592], [-0.310632, -0.801239, -4.517011], [-1.250948, -0.956920, -6.013063], [4.500268, -8.076410, 0.202336], [3.573615, -7.235712, 0.850334], [3.501305, -5.996955, 0.356590], [4.173850, -5.569471, -0.542537], [2.565389, -5.332710, 1.022489], [2.331695, -3.996577, 0.552128], [4.310785, -8.158915, -0.866717], [4.453159, -9.039061, 0.703154], [5.530527, -7.717078, 0.305099], [3.240527, -3.408804, 0.657059], [1.573250, -3.602815, 1.218024], [1.998301, -3.998501, -0.481909], [2.042873, 0.559200, -1.536234], [0.430607, 0.072513, -1.007666], [0.490924, -1.073741, 0.338000], [-0.126516, 0.954022, -0.713961], [-0.060697, -0.409074, -1.842443], [-1.975246, -4.257276, 0.981037], [-2.294329, -2.703705, 1.745131], [-3.958772, -2.571718, 2.339724], [-1.665287, -2.550239, 2.614276], [-2.084520, -1.921942, 1.030663]],
  "forces_ev_per_angstrom": [[0.23, -0.18, 0.44], [-0.07, 0.42, -0.18], [0.00, -0.36, -0.33], [-0.12, 0.67, 0.44], [0.10, 0.07, -0.10], [0.02, 0.09, -0.12], [-0.09, -0.15, 0.19], [-0.11, -0.17, -0.03], [0.00, -0.34, -0.14], [-0.05, -0.04, -0.06], [0.13, 0.02, 0.35], [-0.06, -0.10, 0.03], [-0.19, -0.10, -0.17], [0.21, -0.20, 0.11], [0.22, 0.18, 0.04], [-0.82, 0.26, -0.15], [0.08, -0.01, -0.15], [-0.07, -0.05, 0.00], [-0.13, -0.05, -0.20], [0.16, 0.00, -0.01], [0.19, -0.03, 0.12], [0.29, -0.06, 0.02], [0.79, -0.83, -0.50], [-0.31, 0.24, 0.23], [0.05, 0.23, 0.07], [-0.09, -0.20, -0.12], [0.17, 0.32, 0.22], [-0.64, -0.13, -0.86], [-0.33, 0.16, 0.20], [-0.17, 0.27, -0.04], [-0.02, 0.02, 0.14], [0.25, -0.04, 0.56], [0.13, -0.03, -0.03], [0.14, 0.03, 0.12], [0.39, 0.60, 1.66], [-0.11, -0.13, -0.42], [-0.10, 0.25, 0.36], [0.07, 0.17, -0.20], [0.07, -0.11, -0.34], [-0.55, -0.90, -0.27], [-0.02, -0.04, -0.23], [-0.10, -0.13, -0.23], [-0.07, -0.21, -0.69], [0.17, 0.22, 0.22], [0.08, 0.22, 0.08], [0.21, 0.22, -0.03], [1.02, -0.34, -0.17], [-0.34, 0.21, 0.24], [-0.09, 0.00, 0.08], [0.10, 0.07, -0.19], [-0.03, -0.15, -0.09], [0.12, 0.05, 0.36], [-0.24, -0.08, 0.05], [-0.25, -0.04, -0.11], [-0.21, 0.19, 0.07], [0.00, 0.06, -0.09], [-0.06, 0.03, -0.06], [-0.02, -0.04, -0.03], [0.05, 0.11, 0.02], [-0.13, -0.24, -0.14], [0.14, 0.07, -0.06], [0.09, 0.02, 0.11], [-0.02, 0.02, 0.03], [0.10, -0.07, 0.07], [0.01, 0.27, 0.25], [-0.06, 0.06, -0.17], [0.17, -0.33, -0.05], [-0.25, 0.06, -0.11]],
  "max_force_ev_per_a": 1.8,
  "total_charge": 0,
  "orbital_gap_ev": 11.02,
  "e_lumo_ev": 0.4131,
  "smiles": "O=C1OC[C@@H](F)O1.COC(=O)OC.COC(=O)OC.COC(=O)OC.COC(=O)OC.ClCCl.ClCCl",
  "homo_ev": -10.61,
  "e_tot_ha": -3735.637625,
  "de_lowest_kj_mol": 0.0
}